(i)
ORCA calculation (ωB97M-V/def2-TZVPD) on a single C3H4Cl2S molecule.

Computed properties:
SMILES string	S=CCC(Cl)Cl
HOMO level	-8.98	eV

```
! wB97M-V def2-TZVPD RIJCOSX def2/J DEFGRID3
* xyz 0 1
S -2.820 0.168 -0.665
C -1.250 -0.163 -0.601
C -0.316 -0.083 0.589
C 1.135 0.164 0.179
Cl 1.823 -1.165 -0.763
Cl 1.402 1.738 -0.669
H -0.741 -0.621 -1.434
H -0.351 -1.052 1.088
H -0.598 0.748 1.209
H 1.716 0.266 1.066
*
```

Löwdin atomic charge list, values in e, 8 entries: 0.703 -0.715 -0.342 -1.086 0.595 0.557 0.025 0.121


(ii)
ORCA calculation (ωB97M-V/def2-TZVPD) on a single C3H4Cl2S molecule.

Computed properties:
SMILES string	CSC=C(Cl)Cl
HOMO level	-8.65	eV

```
! wB97M-V def2-TZVPD RIJCOSX def2/J DEFGRID3
* xyz 0 1
C 3.106 -0.608 0.515
S 1.877 0.356 -0.388
C 0.451 -0.659 -0.202
C -0.784 -0.151 -0.032
Cl -1.198 1.568 0.156
Cl -2.178 -1.152 0.015
H 4.103 -0.153 0.441
H 2.859 -0.751 1.545
H 3.256 -1.651 0.050
H 0.497 -1.719 -0.413
*
```

Löwdin atomic charge list, values in e, 8 entries: -0.426 0.812 -0.562 -1.196 0.560 0.617 0.035 0.022


Stability, highest: (i)


(i)
ORCA calculation (ωB97M-V/def2-TZVPD) on a single C4H6Cl2O molecule.

Computed properties:
HOMO level	-9.77	eV

```
! wB97M-V def2-TZVPD RIJCOSX def2/J DEFGRID3
* xyz 0 1
C -0.466 0.753 1.628
C -0.529 0.320 -0.390
C -1.953 0.126 0.186
C 0.366 -0.725 -0.971
O -1.923 0.666 1.444
Cl -2.403 -1.613 0.250
Cl -3.313 0.830 -0.637
H 0.118 0.044 2.186
H 0.005 1.776 1.907
H -0.413 1.240 -0.898
H 0.083 -0.974 -1.897
H 0.303 -1.518 -0.244
H 1.331 -0.432 -1.157
*
```

Löwdin atomic charge list, values in e, 8 entries: 0.029 -0.165 -1.294 -0.087 -0.209 0.616 0.663 0.070


(ii)
ORCA calculation (ωB97M-V/def2-TZVPD) on a molecular structure, C4H6Cl2O.

Computed properties:
HOMO level	-9.96	eV

```
! wB97M-V def2-TZVPD RIJCOSX def2/J DEFGRID3
* xyz 0 1
C -1.243 -0.978 -0.682
C 0.125 0.364 -0.674
C 0.259 -0.364 -2.001
C 1.219 0.571 0.368
O -0.930 -0.991 -2.036
Cl 1.660 -1.449 -2.018
Cl 0.457 0.744 -3.434
H -0.991 -1.879 -0.338
H -2.192 -0.628 -0.325
H -0.537 1.187 -0.565
H 1.757 -0.316 0.771
H 0.959 1.133 1.259
H 1.928 1.084 -0.194
*
```

Löwdin atomic charge list, values in e, 8 entries: -0.014 -0.210 -1.250 -0.092 -0.158 0.667 0.587 0.054


Stability, highest: (ii)


(i)
ORCA calculation (ωB97M-V/def2-TZVPD) on a single C22H27N3O4 molecule.

Computed properties:
SMILES string	CCOC(=O)c1cccc(NC(=O)CN2CCN(c3ccc(OC)cc3)CC2)c1
HOMO level	-7.62	eV

```
! wB97M-V def2-TZVPD RIJCOSX def2/J DEFGRID3
* xyz 0 1
C 1.590 -3.529 -9.212
C 0.533 -3.384 -8.134
O 1.189 -3.189 -6.882
C 0.391 -2.963 -5.829
O -0.812 -2.926 -5.912
C 1.156 -2.764 -4.571
C 2.542 -2.890 -4.537
C 3.212 -2.696 -3.342
C 2.513 -2.377 -2.193
C 1.124 -2.249 -2.221
N 0.478 -1.926 -1.031
C -0.836 -1.668 -0.799
O -1.727 -1.712 -1.613
C -1.088 -1.333 0.675
N 0.082 -0.724 1.281
C 0.143 -0.823 2.730
C -0.819 0.140 3.433
N -0.516 1.497 3.020
C -0.910 2.545 3.859
C -0.503 2.544 5.192
C -0.820 3.582 6.049
C -1.550 4.670 5.588
O -1.916 5.753 6.340
C -1.524 5.788 7.689
C -1.954 4.686 4.255
C -1.646 3.643 3.408
C -0.660 1.651 1.589
C 0.280 0.663 0.883
C 0.445 -2.447 -3.419
H 1.112 -3.680 -10.175
H 2.231 -4.381 -8.996
H 2.205 -2.634 -9.256
H -0.096 -4.280 -8.068
H -0.122 -2.527 -8.328
H 3.080 -3.138 -5.437
H 4.286 -2.793 -3.304
H 3.041 -2.224 -1.262
H 1.069 -1.789 -0.215
H -2.001 -0.724 0.723
H -1.295 -2.279 1.183
H -0.067 -1.852 3.027
H 1.167 -0.574 3.026
H -0.710 0.046 4.512
H -1.859 -0.125 3.172
H 0.089 1.724 5.571
H -0.480 3.531 7.071
H -1.948 4.951 8.255
H -1.916 6.723 8.086
H -0.434 5.781 7.794
H -2.524 5.531 3.901
H -1.996 3.689 2.389
H -0.367 2.663 1.308
H -1.699 1.481 1.257
H 0.151 0.743 -0.198
H 1.312 0.927 1.135
H -0.628 -2.354 -3.467
*
```

Löwdin atomic charge list, values in e, 8 entries: -0.065 -0.225 -0.015 -0.446 0.124 -0.114 -0.023 -0.072


(ii)
ORCA calculation (ωB97M-V/def2-TZVPD) on a molecular structure, C22H27N3O4.

Computed properties:
HOMO level	-7.24	eV

```
! wB97M-V def2-TZVPD RIJCOSX def2/J DEFGRID3
* xyz 0 1
C 5.176 3.631 -3.369
C 4.292 2.734 -2.483
C 3.367 3.158 -1.606
C 2.752 2.466 -0.779
C 2.933 1.250 -0.912
C 3.995 0.617 -1.692
C 4.777 1.465 -2.469
C 5.551 0.746 -3.705
H 5.611 -0.342 -3.609
H 6.552 1.175 -3.403
H 5.362 0.819 -4.633
H 4.115 -0.617 -1.946
C 2.169 0.405 0.056
O 1.114 0.419 0.529
N 2.827 -0.863 0.473
H 3.868 -1.140 0.271
C 2.156 -1.690 1.493
H 2.927 -2.542 1.867
H 1.589 -1.425 2.231
C 1.096 -2.606 0.772
O 0.285 -3.306 1.128
O 1.132 -2.265 -0.508
C -0.132 -2.683 -1.352
C -0.051 -4.125 -1.537
H -1.144 -4.430 -2.518
H 0.647 -4.394 -2.150
H -0.291 -4.425 -0.701
H -0.059 -2.171 -2.355
C -1.397 -2.070 -0.716
O -2.533 -2.679 -0.970
N -1.454 -1.084 -0.105
C -2.478 -0.267 0.509
C -3.793 -0.777 0.679
C -4.719 0.110 1.336
C -4.378 1.216 2.050
C -3.086 1.350 2.056
C -2.212 0.856 1.188
H -0.974 1.137 1.566
H -2.730 2.398 2.560
N -5.229 1.759 2.729
C -6.691 1.368 3.091
H -6.924 1.021 2.088
H -6.552 0.428 3.475
H -7.261 2.166 3.453
C -4.900 2.867 3.520
H -4.563 3.752 3.176
H -4.392 2.618 4.529
H -5.953 3.501 4.190
H -5.805 -0.477 1.247
H -3.915 -1.690 0.106
H -0.562 -0.572 0.022
H 2.055 2.802 -0.126
H 3.148 4.261 -1.622
H 4.944 3.473 -4.379
H 6.202 3.577 -3.163
H 4.973 4.562 -3.091
*
```

Löwdin atomic charge list, values in e, 8 entries: -0.005 -0.203 -0.067 -0.114 -0.149 0.053 -0.182 0.006


Stability, highest: (i)